Below is the ion C27H39N4O4 with charge +1, with properties calculated with the ωB97M-V functional and the def2-TZVPD basis.

```
! wB97M-V def2-TZVPD RIJCOSX def2/J DEFGRID3
* xyz 1 1
C -7.1057 0.8591 -0.2096
H -6.8918 -1.6788 1.9834
H 3.0871 4.0325 -0.0409
H 2.6607 -3.2582 -1.8406
H -0.2376 0.0995 -2.2295
H 0.0427 1.7375 -1.7065
H -1.6083 1.3024 -0.1978
H 7.3085 2.2600 1.5992
H 5.5641 2.0056 1.9039
O -1.4862 -0.9578 -2.2931
C -6.4740 2.9540 0.7754
H -0.5617 0.0264 0.4660
C 6.3416 0.9002 0.1985
C -6.7055 -1.3355 0.9635
H 6.0934 1.6494 -0.5512
H -7.3573 2.7551 -1.1638
H 2.0807 -3.5474 -0.1741
H 3.9974 3.2388 -2.2815
C 3.1910 -1.0496 -0.4377
H 5.0164 -1.9634 1.2477
C 6.5045 1.5229 1.5924
H -4.6157 -1.5183 2.3392
H 4.7675 -4.4862 -1.2979
C -6.1504 0.9058 1.9828
N 5.3537 -0.1606 0.2243
O 1.6599 2.8079 -0.9149
C 5.7531 -1.1691 1.1897
H -3.8534 0.2299 0.7288
H 2.6767 4.0903 -3.0840
H 3.8882 5.0002 -2.1782
C 5.9220 -0.5081 2.5662
O 3.7211 -2.2952 -0.3489
H -7.5136 -1.7054 0.3278
H 4.9469 -0.1211 2.9060
C 2.2485 1.5850 -0.7329
C -3.7619 -2.1063 -1.2267
H -3.5699 -2.0195 -2.2973
C -6.6670 0.1737 0.9186
C -5.2149 -1.7904 -0.9086
H -5.4213 -0.7554 -1.2262
H 1.2311 -1.6204 -1.0889
H 7.2952 0.4401 -0.0813
C -7.0074 2.2384 -0.2828
C -1.8578 -0.6435 -1.1613
H -5.8665 -2.4577 -1.4806
N 0.0594 0.7529 -1.4186
C 3.8750 -4.6333 -0.6969
H -5.6611 2.8384 2.7529
H 6.2969 -1.2287 3.2938
H 6.7110 -1.5895 0.8704
C 3.5435 1.3455 -0.2989
C -3.3436 -0.7397 0.7851
H 4.1747 2.1840 -0.0657
C 2.4659 3.9799 -0.9409
C 1.8932 -0.8074 -0.8403
H 4.1739 -4.7944 0.3351
C 4.0506 0.0508 -0.1298
N -2.9029 -1.1494 -0.5377
C 1.4249 0.4945 -0.9864
H -3.5145 -3.1227 -0.9096
H -2.4868 -0.6480 1.4565
C -6.0545 2.2848 1.9131
C -4.3115 -1.7983 1.3316
C 3.3129 4.0800 -2.2023
N -5.4836 -1.9895 0.5069
H 3.3462 -5.5115 -1.0541
H -6.4029 4.0298 0.7221
H -3.7759 -2.7530 1.4043
H -7.5521 0.3115 -1.0277
H 1.7414 4.7971 -0.9053
C -1.0044 0.4297 -0.4464
H -5.8395 0.3974 2.8847
O 6.8660 0.5356 2.5277
C 2.9739 -3.4136 -0.8000
*
```

orbital gap = 7.95 eV
highest occupied orbital energy = -10.12 eV
SMILES = CCOc1cc(N2CCOCC2)c(OCC)cc1[NH2+]CC(=O)N1CCN(Cc2ccccc2)CC1
lowest unoccupied orbital energy = -2.171 eV
energy relative to the best compared isomer or geometry (same formula, charge and spin) = 13.0 kcal per mole

Mulliken atomic charge list, values in e, 6 entries: C -0.22; H 0.50; H 0.31; H 0.40; H 0.57; H 0.49